i | A single C3H6N2O2 molecule, computed with ωB97M-V with the def2-TZVPD basis set.

SMILES	[H]/N=C(\NC)OC=O
HOMO	-9.7	eV

```
! RIJCOSX wB97M-V def2-TZVPD def2/J DEFGRID3
* xyz 0 1
H -0.6630 -0.5306 -1.7014
N -1.1415 -0.2216 -0.7940
C -0.2726 0.1159 0.1619
N 1.1084 -0.0402 0.3659
C 1.8468 -0.9611 -0.5430
O -0.9208 0.7069 1.2780
C -2.1646 1.2436 0.9804
O -2.7836 1.8095 1.8177
H 1.6521 0.4299 1.0514
H 2.8868 -1.2082 -0.2707
H 1.1611 -1.8652 -0.7434
H 1.9878 -0.5361 -1.6186
H -2.6970 1.0573 0.0158
*
```

Atom charges from the Löwdin analysis, given in e for atoms 1 to 8:
1 H 0.074
2 N 0.092
3 C -0.414
4 N 0.011
5 C -0.101
6 O 0.038
7 C -0.326
8 O 0.095

ii | A single C3H6N2O2 molecule, computed with ωB97M-V with the def2-TZVPD basis set.

SMILES	COC(=O)/C=N\N
HOMO	-8.7	eV

```
! RIJCOSX wB97M-V def2-TZVPD def2/J DEFGRID3
* xyz 0 1
C -2.0009 -1.0392 0.0910
O -1.3306 0.1012 -0.4186
C -0.3131 0.6648 0.4341
O -0.0020 0.2186 1.5005
C 0.5186 1.2079 -0.6745
N 1.7721 0.9840 -0.8069
N 2.4432 0.1632 0.0027
H -1.2944 -1.8180 0.3531
H -2.7219 -1.3561 -0.6476
H -2.5531 -0.7806 0.9964
H 0.0699 1.8997 -1.3648
H 3.4414 0.2881 -0.0286
H 1.9709 -0.5336 0.5632
*
```

Atom charges from the Löwdin analysis, given in e for atoms 1 to 8:
1 C -0.078
2 O -0.104
3 C -0.387
4 O 0.120
5 C -0.109
6 N -0.028
7 N 0.019
8 H 0.089

iii | A single C3H6N2O2 molecule, computed with ωB97M-V with the def2-TZVPD basis set.

SMILES	[H]/N=C/OCC(N)=O
HOMO	-9.8	eV

```
! RIJCOSX wB97M-V def2-TZVPD def2/J DEFGRID3
* xyz 0 1
H -1.9727 -1.2132 -1.6961
N -1.2151 -0.7007 -1.2479
C -1.6919 0.0633 -0.3520
O -0.9689 0.8936 0.4012
C 0.3983 1.1419 0.0623
C 1.4171 0.1648 0.6491
N 1.0435 -1.1434 0.7109
O 2.4919 0.5887 1.0348
H -2.7465 0.1481 -0.0708
H 0.5021 1.1952 -1.0267
H 0.6207 2.1157 0.4933
H 1.7860 -1.7743 0.9776
H 0.3354 -1.4796 0.0643
*
```

Atom charges from the Löwdin analysis, given in e for atoms 1 to 8:
1 H 0.059
2 N 0.101
3 C -0.313
4 O -0.048
5 C -0.090
6 C -0.514
7 N 0.171
8 O 0.051

iv | A single C3H6N2O2 molecule, computed with ωB97M-V with the def2-TZVPD basis set.

HOMO (spin up / spin down)	-9.8 / -10.5	eV

```
! RIJCOSX wB97M-V def2-TZVPD def2/J DEFGRID3
* xyz 0 1
C -1.7538 -0.4825 -0.1098
C -0.3132 -0.9389 -0.1208
C 0.7223 0.2412 0.0458
N -2.1563 0.6162 0.3077
N 0.0915 1.5282 0.1187
O 1.4698 -0.1154 1.1584
O 1.5152 0.1691 -1.1297
H -2.4039 -1.1830 -0.4043
H -0.3262 -1.4281 0.7516
H -0.1860 -1.6291 -0.9402
H -0.0117 2.0023 0.9241
H 2.2786 0.4320 1.0846
H 1.0737 0.7882 -1.6862
*
```

Atom charges from the Löwdin analysis, given in e for atoms 1 to 8:
1 C -0.252
2 C -0.049
3 C -0.670
4 N 0.204
5 N 0.229
6 O 0.035
7 O 0.024
8 H 0.070

What should be chosen as the most stable of them? Choose iii.

i | A single C3H6N2O2 molecule, computed with ωB97M-V with the def2-TZVPD basis set.

SMILES	[H]/N=C/O/C=C(\N)O
HOMO	-8.0	eV

```
! RIJCOSX wB97M-V def2-TZVPD def2/J DEFGRID3
* xyz 0 1
H 0.3042 2.9025 -0.8154
N 0.1475 1.9788 -0.4178
C -0.7060 1.3585 -1.1256
O -1.2288 0.1566 -0.8485
C -0.9392 -0.5042 0.3458
C 0.2658 -1.0078 0.6512
N 1.3680 -0.9715 -0.1595
O 0.4759 -1.7011 1.8017
H -1.1054 1.6316 -2.1068
H -1.8096 -0.5210 0.9780
H 2.2247 -1.2736 0.2834
H 1.3970 -0.1863 -0.7812
H -0.3940 -1.8625 2.1946
*
```

Atom charges from the Löwdin analysis, given in e for atoms 1 to 8:
1 H 0.048
2 N 0.111
3 C -0.323
4 O -0.048
5 C -0.109
6 C -0.444
7 N 0.156
8 O 0.064

ii | A single C3H6N2O2 molecule, computed with ωB97M-V with the def2-TZVPD basis set.

HOMO (spin up / spin down)	-9.2 / -9.2	eV

```
! RIJCOSX wB97M-V def2-TZVPD def2/J DEFGRID3
* xyz 0 1
C 1.0603 -0.3931 -1.0576
C -1.3052 0.3493 0.6053
N -1.2799 -1.0185 0.5772
C -0.0020 1.0369 0.5726
O 2.1148 1.3837 -0.0653
N 1.0532 0.7319 -0.1227
O -2.3460 0.9652 0.6558
H -2.1637 -1.4780 0.7284
H -0.4499 -1.5289 0.8414
H 0.0571 1.9518 1.1458
H 1.6919 -0.1042 -1.9020
H 1.5166 -1.2651 -0.5794
H 0.0528 -0.6310 -1.3995
*
```

Atom charges from the Löwdin analysis, given in e for atoms 1 to 8:
1 C 0.004
2 C -0.540
3 N 0.147
4 C 0.025
5 O -0.040
6 N -0.320
7 O 0.070
8 H 0.113

iii | 2 unconnected molecules or ions with the total composition C3H6N2O2, computed with ωB97M-V with the def2-TZVPD basis set.

HOMO (spin up / spin down)	-8.0 / -8.0	eV

```
! RIJCOSX wB97M-V def2-TZVPD def2/J DEFGRID3
* xyz 0 1
C -2.0498 0.0801 0.4546
C -1.7089 1.2265 -0.0580
C 1.1963 -1.4032 0.1788
N 2.1662 0.5191 0.5914
N 1.3933 -1.3112 -1.1408
O 2.5524 1.2508 1.4599
O 1.3617 -0.5515 1.0341
H -1.5340 -0.8960 0.3945
H -3.0572 0.1198 0.8464
H -0.7959 1.3468 -0.5752
H -2.4149 2.0653 0.0122
H 1.0037 -1.9417 -1.7616
H 1.8870 -0.5047 -1.4363
*
```

Atom charges from the Löwdin analysis, given in e for atoms 1 to 8:
1 C -0.085
2 C -0.092
3 C -0.303
4 N -0.001
5 N 0.117
6 O 0.088
7 O -0.028
8 H 0.045

iv | A single C3H6N2O2 molecule, computed with ωB97M-V with the def2-TZVPD basis set.

SMILES	CC(=O)NC(N)=O
HOMO	-10.3	eV

```
! RIJCOSX wB97M-V def2-TZVPD def2/J DEFGRID3
* xyz 0 1
C 0.7464 1.8101 -0.3720
C 0.9356 0.3730 -0.7661
O 1.6393 0.0203 -1.6812
N 0.3281 -0.6128 0.0242
C -0.8739 -0.4838 0.7257
N -1.4859 -1.6954 0.9705
O -1.3681 0.5702 1.0427
H -0.2037 2.1722 -0.7585
H 0.7318 1.9029 0.7076
H 1.5426 2.3843 -0.8276
H 0.5100 -1.5604 -0.2776
H -0.9498 -2.5072 1.2532
H -2.2603 -1.5852 1.6142
*
```

Atom charges from the Löwdin analysis, given in e for atoms 1 to 8:
1 C 0.003
2 C -0.483
3 O 0.081
4 N 0.152
5 C -0.582
6 N 0.145
7 O 0.073
8 H 0.092

What should be chosen as the most stable of them? Choose iv.

i | A single C3H6N2O2 molecule, computed with ωB97M-V with the def2-TZVPD basis set.

SMILES	NCC(=O)NC=O
HOMO	-10.2	eV

```
! RIJCOSX wB97M-V def2-TZVPD def2/J DEFGRID3
* xyz 0 1
N 0.9743 -1.7654 -1.0731
C 0.1017 -0.8346 -0.4006
C 0.6143 0.5616 -0.1693
O 1.5499 1.0516 -0.7937
N -0.2189 1.3516 0.5281
C -1.3433 1.0262 1.1472
O -2.0155 1.8637 1.8160
H 1.6846 -2.1488 -0.5454
H 1.4637 -1.2740 -1.8350
H -0.8296 -0.7273 -0.9564
H -0.2583 -1.3691 0.4403
H -0.1166 2.2934 0.7222
H -1.6063 -0.0290 1.1198
*
```

Atom charges from the Löwdin analysis, given in e for atoms 1 to 8:
1 N 0.028
2 C -0.211
3 C -0.424
4 O 0.092
5 N 0.143
6 C -0.279
7 O 0.013
8 H 0.041

ii | A single C3H6N2O2 molecule, computed with ωB97M-V with the def2-TZVPD basis set.

SMILES	O=C1NCCN1O
HOMO	-9.8	eV

```
! RIJCOSX wB97M-V def2-TZVPD def2/J DEFGRID3
* xyz 0 1
O -1.5554 1.7525 0.0978
C -0.6456 0.9669 0.1512
N 0.6854 1.1613 -0.2255
C 1.3441 -0.0748 0.0038
C 0.2068 -1.1172 0.0753
N -0.8959 -0.3814 0.5442
O -2.0743 -0.8394 -0.2766
H 1.0657 2.0606 -0.1602
H 1.9997 0.1315 1.0354
H 2.1475 -0.1814 -0.6964
H 0.2493 -2.1301 0.5794
H 0.0367 -1.3171 -1.0007
H -2.5639 -0.0313 -0.1277
*
```

Atom charges from the Löwdin analysis, given in e for atoms 1 to 8:
1 O 0.089
2 C -0.500
3 N 0.088
4 C -0.187
5 C -0.166
6 N -0.055
7 O 0.002
8 H 0.132

iii | A single C3H6N2O2 molecule, computed with ωB97M-V with the def2-TZVPD basis set.

SMILES	N/C=C/NC(=O)O
HOMO	-8.0	eV

```
! RIJCOSX wB97M-V def2-TZVPD def2/J DEFGRID3
* xyz 0 1
N 1.0102 2.3151 0.5326
C 0.2811 1.1825 0.2592
C 0.8126 -0.0044 -0.0373
N 0.0608 -1.2018 -0.1539
C -1.2135 -1.2650 -0.6360
O -1.7224 -0.4436 -1.3527
O -1.8945 -2.3495 -0.2348
H 1.9821 2.2435 0.2703
H 0.6117 3.1972 0.2727
H -0.7905 1.3074 0.3482
H 1.8885 -0.1379 -0.1269
H 0.3935 -1.9703 0.4090
H -1.4194 -2.8733 0.4495
*
```

Atom charges from the Löwdin analysis, given in e for atoms 1 to 8:
1 N 0.042
2 C -0.198
3 C -0.127
4 N 0.055
5 C -0.634
6 O 0.099
7 O 0.108
8 H 0.085

iv | A single C3H6N2O2 molecule, computed with ωB97M-V with the def2-TZVPD basis set.

SMILES	[H]/N=C/OCC(N)=O
HOMO	-9.9	eV

```
! RIJCOSX wB97M-V def2-TZVPD def2/J DEFGRID3
* xyz 0 1
H 1.7846 1.1991 -1.5790
N 1.2451 0.5453 -1.0172
C 1.6918 0.5161 0.1667
O 1.1518 -0.2268 1.1403
C -0.0732 -0.8745 0.8292
C -1.1211 0.1380 0.3550
N -1.8321 -0.2448 -0.7507
O -1.3362 1.1543 0.9823
H 2.5409 1.0734 0.5678
H 0.0837 -1.6838 0.1078
H -0.4110 -1.2968 1.7783
H -2.3919 0.4982 -1.1483
H -1.3323 -0.7977 -1.4321
*
```

Atom charges from the Löwdin analysis, given in e for atoms 1 to 8:
1 H 0.060
2 N 0.128
3 C -0.301
4 O -0.047
5 C -0.113
6 C -0.549
7 N 0.152
8 O 0.069

What should be chosen as the most stable of them? Choose iv.

i | A single C3H6N2O2 molecule, computed with ωB97M-V with the def2-TZVPD basis set.

SMILES	C/C=C(/N)[N+](=O)[O-]
HOMO	-8.7	eV

```
! RIJCOSX wB97M-V def2-TZVPD def2/J DEFGRID3
* xyz 0 1
C 1.0174 1.1000 0.2503
C -0.1119 0.2224 -0.2350
C -0.6811 -0.7115 0.5540
N -1.5883 -1.6618 -0.0176
N -0.3942 -0.9180 1.9684
O 0.2454 -0.0514 2.5546
O -0.8755 -1.9540 2.4273
H 0.8617 2.1295 0.2358
H 1.4539 0.8066 1.2956
H 1.8027 1.2510 -0.5826
H -0.4858 0.1900 -1.2413
H -1.5657 -1.7954 -0.9926
H -1.9525 -2.3034 0.6047
*
```

Atom charges from the Löwdin analysis, given in e for atoms 1 to 8:
1 C -0.099
2 C -0.049
3 C -0.241
4 N 0.113
5 N -0.318
6 O 0.055
7 O 0.070
8 H 0.035

ii | A single C3H6N2O2 molecule, computed with ωB97M-V with the def2-TZVPD basis set.

SMILES	NC(N)=CC(=O)O
HOMO	-8.5	eV

```
! RIJCOSX wB97M-V def2-TZVPD def2/J DEFGRID3
* xyz 0 1
N -0.0007 -0.9805 1.2861
C 0.2647 0.2981 0.7974
N 0.8077 1.1870 1.6487
C -0.0445 0.5127 -0.5184
C -0.4404 -0.4870 -1.5119
O -0.5861 -1.7202 -1.3340
O -0.7989 0.0614 -2.7237
H 0.5786 -1.2324 2.0410
H -0.2108 -1.7044 0.5557
H 0.6642 2.1206 1.3048
H 0.5325 1.0891 2.5853
H 0.1272 1.5964 -0.8937
H -0.8934 -0.7410 -3.2375
*
```

Atom charges from the Löwdin analysis, given in e for atoms 1 to 8:
1 N 0.135
2 C -0.444
3 N 0.142
4 C -0.015
5 C -0.494
6 O 0.003
7 O 0.071
8 H 0.076

iii | A single C3H6N2O2 molecule, computed with ωB97M-V with the def2-TZVPD basis set.

SMILES	[H]/N=C\O/C(O)=C/N
HOMO	-7.4	eV

```
! RIJCOSX wB97M-V def2-TZVPD def2/J DEFGRID3
* xyz 0 1
H 2.3879 -2.5887 -0.7311
N 1.5810 -2.9771 -1.1720
C 0.6956 -2.1244 -1.0857
O 0.9008 -0.6827 -0.5044
C 0.0201 0.2719 0.0142
O -1.2274 -0.3247 0.1973
C 0.1661 1.5845 0.5072
N -0.8936 2.3704 1.0337
H -0.4184 -2.3529 -1.0848
H -1.8799 -0.2797 -0.5382
H 1.0984 2.0218 0.5763
H -1.7520 1.9359 1.2114
H -0.6787 3.1457 1.5760
*
```

Atom charges from the Löwdin analysis, given in e for atoms 1 to 8:
1 H 0.060
2 N 0.129
3 C -0.165
4 O -0.066
5 C -0.352
6 O -0.017
7 C -0.090
8 N 0.057

What should be chosen as the most stable of them? Choose ii.

i | A single C3H6N2O2 molecule, computed with ωB97M-V with the def2-TZVPD basis set.

SMILES	C/C(=N/N)OC=O
HOMO	-9.3	eV

```
! RIJCOSX wB97M-V def2-TZVPD def2/J DEFGRID3
* xyz 0 1
C -0.2985 1.9247 0.0838
C 0.3793 0.5724 0.1106
N 1.5291 0.3171 -0.3307
N 1.9861 -0.9777 -0.2472
O -0.3183 -0.4468 0.8035
C -1.4413 -0.9064 0.2333
O -1.9129 -0.5236 -0.8164
H 0.3214 2.6265 -0.5190
H -1.3494 1.9091 -0.3206
H -0.3695 2.2964 1.1132
H 1.6791 -1.3830 0.6324
H 3.0092 -0.9510 -0.2449
H -1.8844 -1.6549 0.9205
*
```

Atom charges from the Löwdin analysis, given in e for atoms 1 to 8:
1 C -0.012
2 C -0.389
3 N 0.022
4 N 0.018
5 O 0.015
6 C -0.316
7 O 0.079
8 H 0.093

ii | A single C3H6N2O2 molecule, computed with ωB97M-V with the def2-TZVPD basis set.

SMILES	N[C@]1(NC=O)CO1
HOMO	-9.6	eV

```
! RIJCOSX wB97M-V def2-TZVPD def2/J DEFGRID3
* xyz 0 1
N -0.3769 -0.3057 -1.8174
C 0.3086 -0.0708 -0.5938
N -0.2717 -0.8329 0.5718
C -0.7963 -0.1615 1.6598
O -0.9040 1.0406 1.7667
C 0.9434 1.1693 -0.1449
O 1.6848 0.1406 -0.8231
H 0.1729 -0.8641 -2.4691
H -1.2442 -0.7721 -1.6021
H -0.3793 -1.8442 0.6495
H -1.1130 -0.8252 2.4930
H 0.7896 2.1459 -0.6016
H 1.1861 1.1800 0.9111
*
```

Atom charges from the Löwdin analysis, given in e for atoms 1 to 8:
1 N 0.123
2 C -0.526
3 N 0.111
4 C -0.344
5 O 0.016
6 C -0.062
7 O 0.011
8 H 0.094

What should be chosen as the most stable of them? Choose i.

i | A single C3H6N2O2 molecule, computed with ωB97M-V with the def2-TZVPD basis set.

SMILES	[H]/N=C/OCC(N)=O
HOMO	-9.9	eV

```
! RIJCOSX wB97M-V def2-TZVPD def2/J DEFGRID3
* xyz 0 1
H 1.2564 1.7156 -1.2382
N 0.9688 0.8455 -0.8232
C 1.7999 0.4007 0.0197
O 1.4932 -0.6884 0.7341
C -0.0475 -0.7831 1.0129
C -1.2494 -0.2356 0.2013
N -1.4693 -0.2736 -1.1463
O -2.1237 0.0410 1.0059
H 2.7661 0.8974 0.2150
H -0.3809 -1.8056 1.2790
H -0.0136 -0.1947 1.9043
H -2.3329 0.1821 -1.4280
H -0.6672 -0.1013 -1.7365
*
```

Atom charges from the Löwdin analysis, given in e for atoms 1 to 8:
1 H 0.061
2 N 0.094
3 C -0.310
4 O -0.065
5 C 0.003
6 C -0.531
7 N 0.140
8 O 0.039

ii | A single C3H6N2O2 molecule, computed with ωB97M-V with the def2-TZVPD basis set.

HOMO	-9.0	eV

```
! RIJCOSX wB97M-V def2-TZVPD def2/J DEFGRID3
* xyz 0 1
N -1.5400 -0.5239 -0.7911
C -0.7360 0.2843 0.0786
O -1.1741 1.3433 0.5417
C -0.0229 -0.7956 0.8906
O 1.3698 -0.2979 1.2362
C 1.7054 0.4997 0.2426
N 0.8467 0.6889 -0.6889
H -2.4457 -0.1017 -0.8863
H -1.1297 -0.8634 -1.6509
H 0.1784 -1.6830 0.2897
H -0.6687 -1.0308 1.7485
H 2.6969 0.9568 0.2415
H 0.9198 1.5232 -1.2522
*
```

Atom charges from the Löwdin analysis, given in e for atoms 1 to 8:
1 N 0.095
2 C -0.704
3 O -0.016
4 C -0.034
5 O 0.007
6 C -0.208
7 N 0.154
8 H 0.081

iii | A single C3H6N2O2 molecule, computed with ωB97M-V with the def2-TZVPD basis set.

SMILES	OC1(O)C=CNN1
HOMO	-8.5	eV

```
! RIJCOSX wB97M-V def2-TZVPD def2/J DEFGRID3
* xyz 0 1
O -1.7906 -1.0175 -0.0730
C -0.5159 -0.4734 -0.1037
O 0.4379 -1.7796 -0.3831
C 0.0387 0.1960 1.0682
C 0.8030 1.1944 0.6615
N 0.8580 1.2757 -0.7207
N -0.2190 0.3656 -1.1297
H -1.6703 -1.8572 0.3815
H 0.0863 -2.2292 -1.2307
H 0.0469 -0.2214 2.0519
H 1.4706 1.9042 1.2373
H 0.8527 2.2589 -1.0216
H -0.0378 0.0567 -2.1301
*
```

Atom charges from the Löwdin analysis, given in e for atoms 1 to 8:
1 O 0.046
2 C -0.580
3 O -0.130
4 C -0.022
5 C -0.133
6 N 0.010
7 N 0.052
8 H 0.105

iv | A single C3H6N2O2 molecule, computed with ωB97M-V with the def2-TZVPD basis set.

HOMO	-10.2	eV

```
! RIJCOSX wB97M-V def2-TZVPD def2/J DEFGRID3
* xyz 0 1
O 1.3697 -0.7221 -0.4409
C 0.8295 -0.0100 0.3808
N -0.4803 -0.1524 0.7523
C -1.1680 -0.9293 -0.1251
N -1.2457 -0.1720 -1.5230
O -2.2452 -1.4894 0.1781
C 1.6093 1.0974 1.0487
H -0.3976 -1.7037 -0.5069
H -1.9841 -0.6790 -1.9994
H -1.6917 0.7164 -1.2739
H 2.4699 0.6550 1.5392
H 0.9618 1.6491 1.7256
H 1.9724 1.7401 0.2444
*
```

Atom charges from the Löwdin analysis, given in e for atoms 1 to 8:
1 O 0.090
2 C -0.532
3 N 0.212
4 C -0.655
5 N 0.113
6 O 0.096
7 C 0.011
8 H 0.262

What should be chosen as the most stable of them? Choose i.